Run A
The following is a quantum chemistry calculation of 2 unconnected molecules or ions with the total composition C2H3NO2S, from the OMol25 dataset.

Geometry as XYZ:
```
9
C2H3NO2S (the ωB97M-V functional and the def2-TZVPD basis)
C -2.257 -1.917 1.625
C 2.269 1.389 -0.972
N -2.219 -1.465 0.546
O -2.358 -2.357 2.678
O -0.166 0.974 -0.827
S 0.825 1.698 -1.641
H 2.395 0.941 0.013
H 3.156 1.536 -1.471
H -1.647 -0.799 0.048
```

highest occupied orbital energy: -10.19 eV
LUMO: -0.800 eV
frontier orbital gap: 0.3450 Eh
spin multiplicity: 1



Run B
The following is a quantum chemistry calculation of a single C2H3NO2S molecule, from the OMol25 dataset.

Geometry as XYZ:
```
9
C2H3NO2S (the ωB97M-V functional and the def2-TZVPD basis)
O -3.059 0.288 0.130
C -1.679 0.391 -0.047
S -0.720 -1.081 -0.662
C 0.636 -1.075 0.282
N 1.573 -0.123 0.492
O 1.311 0.826 -0.696
H -1.015 1.318 0.227
H 0.932 -1.965 0.950
H 2.020 1.422 -0.675
```

highest occupied orbital energy: -9.79 eV
LUMO: -0.604 eV
frontier orbital gap: 0.3376 Eh
spin multiplicity: 1



Run C
The following is a quantum chemistry calculation of a single C2H3NO2S molecule, from the OMol25 dataset.

Geometry as XYZ:
```
9
C2H3NO2S (the ωB97M-V functional and the def2-TZVPD basis)
O -2.529 0.254 -0.180
C -1.454 0.057 0.368
N -0.657 -0.922 -0.313
S 1.008 -1.189 0.007
C 1.721 0.511 -0.043
O 1.071 1.585 -0.251
H -1.049 0.435 1.338
H -0.775 -1.105 -1.267
H 2.664 0.373 0.341
```

highest occupied orbital energy: -10.01 eV
LUMO: 0.088 eV
frontier orbital gap: 0.3710 Eh
spin multiplicity: 1



Run D
The following is a quantum chemistry calculation of 2 unconnected molecules or ions with the total composition C2H3NO2S, from the OMol25 dataset.

Geometry as XYZ:
```
9
C2H3NO2S (the ωB97M-V functional and the def2-TZVPD basis)
C 1.379 -0.095 -0.563
C -0.404 -0.150 2.537
N -0.766 0.416 -1.596
O 0.303 0.162 3.355
O -1.139 -0.466 1.688
S 0.766 -0.107 -2.032
H 2.401 -0.096 -0.689
H -0.863 0.303 -0.649
H -1.679 0.034 -2.051
```

highest occupied orbital energy: -9.12 eV
LUMO: 0.163 eV
frontier orbital gap: 0.3412 Eh
spin multiplicity: 1



The relative energies come out as run A 0.0139; run B 0.1266; run C 0.0000; run D 0.0415, with values in hartree.



Run A
The following is a quantum chemistry calculation of 2 unconnected molecules or ions with the total composition C2H3NO2S, from the OMol25 dataset.

Geometry as XYZ:
```
9
C2H3NO2S (the ωB97M-V functional and the def2-TZVPD basis)
C 2.018 0.337 0.243
C -0.431 -1.063 -0.273
N 1.607 1.429 0.111
O -1.402 -0.879 0.850
O -1.319 1.397 -0.107
S -1.817 -0.081 -0.419
H 2.355 -0.536 0.649
H -0.684 -1.869 -0.837
H -0.327 1.267 -0.217
```

highest occupied orbital energy: -8.73 eV
LUMO: 0.527 eV
frontier orbital gap: 0.3403 Eh
spin multiplicity: 1



Run B
The following is a quantum chemistry calculation of a single C2H3NO2S molecule, from the OMol25 dataset.

Geometry as XYZ:
```
9
C2H3NO2S (the ωB97M-V functional and the def2-TZVPD basis)
N -1.225 0.054 -0.663
C -0.430 0.652 0.207
S -0.920 1.866 1.216
C 0.974 0.064 0.298
O 2.077 0.597 0.451
O 0.843 -1.289 0.275
H -2.194 0.249 -0.655
H -0.833 -0.598 -1.284
H 1.709 -1.595 0.155
```

highest occupied orbital energy: -8.90 eV
LUMO: -0.324 eV
frontier orbital gap: 0.3152 Eh
spin multiplicity: 1



Run C
The following is a quantum chemistry calculation of 2 unconnected molecules or ions with the total composition C2H3NO2S, from the OMol25 dataset.

Geometry as XYZ:
```
9
C2H3NO2S (the ωB97M-V functional and the def2-TZVPD basis)
C -0.465 0.336 1.478
C 0.728 -1.445 -1.786
N -0.455 0.352 0.137
O -0.465 -0.724 2.097
O -0.534 1.495 -0.644
S 2.148 -1.892 -1.397
H -0.632 1.189 2.110
H -0.367 -0.555 -0.571
H 0.042 1.245 -1.425
```

highest occupied orbital energy: -9.09 eV
LUMO: -1.172 eV
frontier orbital gap: 0.2909 Eh
spin multiplicity: 1



Run D
The following is a quantum chemistry calculation of a single C2H3NO2S molecule, from the OMol25 dataset.

Geometry as XYZ:
```
9
C2H3NO2S (the ωB97M-V functional and the def2-TZVPD basis)
N -0.106 -0.713 1.219
C 0.331 -0.739 -0.065
S 1.106 -2.036 -0.717
C 0.154 0.567 -0.887
O 0.667 0.787 -1.938
O -0.676 1.369 -0.198
H 0.008 -1.544 1.823
H -0.635 0.119 1.517
H -0.849 2.190 -0.753
```

highest occupied orbital energy: -8.72 eV
LUMO: -0.279 eV
frontier orbital gap: 0.3102 Eh
spin multiplicity: 1



The relative energies come out as run A 0.2041; run B 0.0071; run C 0.1809; run D 0.0000, with values in hartree.



Run A
The following is a quantum chemistry calculation of a single C21H26ClN3O3 molecule, from the OMol25 dataset.

Geometry as XYZ:
```
54
C21H26ClN3O3 (the ωB97M-V functional and the def2-TZVPD basis)
C 2.049 0.257 2.508
C 2.221 -0.985 1.662
C 1.350 -2.150 1.944
C 1.695 -3.364 1.269
O 0.863 -4.556 1.543
C -0.226 -4.505 2.125
C -1.086 -3.379 1.833
C -1.269 -2.845 0.423
C -2.160 -1.809 0.670
C -2.788 -1.060 -0.550
O -3.840 -1.409 -0.872
N -2.223 0.097 -0.688
C -0.990 0.621 0.150
C -1.443 1.931 0.719
N -1.862 2.996 -0.093
C -1.060 3.960 -0.674
C -0.162 3.551 -1.762
C -0.888 3.525 -3.128
C 0.233 4.568 -2.851
C -3.247 2.298 -0.857
C -2.617 1.122 -1.543
N -2.606 -1.631 1.790
O -1.822 -2.586 2.686
C 2.842 -3.458 0.177
C 3.613 -2.395 0.115
C 4.600 -2.606 -1.023
C 3.433 -1.162 0.906
Cl 4.248 0.086 0.274
H 1.875 0.973 1.694
H 2.803 0.504 2.902
H 1.247 0.251 3.153
H 0.708 -2.148 2.735
H -0.143 -4.319 3.219
H -0.697 -5.552 2.254
H -0.968 -3.199 -0.535
H -0.742 -0.324 0.453
H -0.146 0.991 -0.783
H -0.501 2.165 1.230
H -2.124 1.715 1.442
H -1.765 4.667 -0.942
H -0.441 4.391 0.195
H 0.500 2.740 -1.214
H -0.365 2.719 -3.722
H -1.689 4.037 -3.292
H 1.261 4.690 -2.770
H -0.156 5.592 -2.510
H -3.430 3.074 -1.622
H -3.944 2.079 -0.147
H -3.547 0.753 -2.102
H -2.041 1.312 -2.446
H 2.985 -4.381 -0.299
H 4.643 -3.461 -1.423
H 5.421 -2.425 -0.432
H 4.399 -1.957 -1.792
```

highest occupied orbital energy: -8.13 eV
LUMO: 0.335 eV
frontier orbital gap: 0.3111 Eh
spin multiplicity: 1



Run B
The following is a quantum chemistry calculation of a single C21H26ClN3O3 molecule, from the OMol25 dataset.

Geometry as XYZ:
```
54
C21H26ClN3O3 (the ωB97M-V functional and the def2-TZVPD basis)
C -6.771 0.633 -1.703
C -5.653 0.210 -0.804
C -4.989 -0.987 -1.003
C -3.949 -1.383 -0.166
O -3.381 -2.593 -0.469
C -2.317 -3.056 0.319
C -1.085 -2.218 0.185
C -0.656 -1.364 -0.787
C 0.598 -0.901 -0.302
C 1.424 0.097 -1.027
O 0.934 0.705 -1.968
N 2.695 0.300 -0.629
C 3.363 -0.344 0.483
C 4.872 -0.261 0.297
N 5.337 1.118 0.319
C 6.678 1.244 -0.221
C 7.684 0.553 0.671
C 8.177 -0.827 0.357
C 9.087 0.350 0.183
C 4.357 2.026 -0.261
C 3.458 1.344 -1.289
N 0.862 -1.446 0.861
O -0.173 -2.259 1.173
C -3.568 -0.564 0.887
C -4.214 0.646 1.111
C -3.799 1.534 2.242
C -5.249 1.013 0.261
Cl -6.064 2.519 0.531
H -6.955 -0.116 -2.467
H -6.527 1.579 -2.186
H -7.682 0.784 -1.127
H -5.268 -1.639 -1.815
H -2.113 -4.068 -0.051
H -2.594 -3.128 1.380
H -1.132 -1.085 -1.702
H 3.079 0.136 1.426
H 3.054 -1.388 0.538
H 5.142 -0.763 -0.649
H 5.362 -0.801 1.111
H 6.757 0.837 -1.247
H 6.919 2.311 -0.259
H 7.554 0.808 1.715
H 8.365 -1.508 1.173
H 7.805 -1.312 -0.533
H 9.901 0.482 0.879
H 9.322 0.664 -0.823
H 4.867 2.872 -0.725
H 3.730 2.416 0.549
H 2.750 2.050 -1.731
H 4.060 0.917 -2.100
H -2.765 -0.840 1.551
H -3.480 2.502 1.860
H -2.982 1.091 2.804
H -4.639 1.706 2.914
```

highest occupied orbital energy: -8.48 eV
LUMO: 0.705 eV
frontier orbital gap: 0.3374 Eh
spin multiplicity: 1



The relative energies come out as run A 0.4943; run B 0.0000, with values in hartree.



Run A
The following is a quantum chemistry calculation of 2 unconnected molecules or ions with the total composition H2I3P2, from the OMol25 dataset.

Geometry as XYZ:
```
7
H2I3P2 (the ωB97M-V functional and the def2-TZVPD basis)
P -0.566 1.064 1.455
P -1.370 -0.899 1.355
I 2.557 0.661 -3.409
I 0.606 -0.640 -2.159
I 0.506 -2.340 1.836
H -1.714 1.467 0.763
H -0.018 0.687 0.158
```

highest occupied orbital energy: -12.53 eV
total charge: +1
LUMO: -7.689 eV
frontier orbital gap: 0.1777 Eh
spin multiplicity: 1



Run B
The following is a quantum chemistry calculation of 2 unconnected molecules or ions with the total composition H2I3P2, from the OMol25 dataset.

Geometry as XYZ:
```
7
H2I3P2 (the ωB97M-V functional and the def2-TZVPD basis)
P 1.648 0.433 -0.708
P -0.418 -0.183 -0.160
I -2.379 -1.025 2.884
I -1.700 1.679 -0.985
I -1.274 -2.080 -1.462
H 1.813 1.707 0.112
H 2.309 -0.531 0.319
```

highest occupied orbital energy (alpha / beta): -12.82 / -12.82 eV
total charge: +1
LUMO (alpha / beta): -8.463 / -8.460 eV
frontier orbital gap (alpha / beta): 0.1602 / 0.1601 Eh
spin multiplicity: 1



The relative energies come out as run A 0.0000; run B 0.0348, with values in hartree.